44
Properties=species:S:1:pos:R:3:nbo_charge:R:1 method="wB97M-V/def2-TZVPD" max_force_ev_per_a=0.4 multiplicity=1 charge=+1 total_energy_ha=-3400.4401 orbital_gap_ev=7.57 relative_energy_kj_mol=0.0 lumo_energy_ev=-3.96
Sc 0.02 -0.53 0.30 1.90
C -0.91 -1.17 4.52 -0.70
C -1.31 -0.62 3.20 0.75
O -0.68 -0.97 2.16 -0.74
N -2.33 0.21 3.10 -0.54
C -2.81 0.74 1.82 -0.26
C -1.96 1.87 1.29 0.21
C -2.33 3.19 1.46 -0.23
C -1.52 4.19 0.96 -0.11
C -0.35 3.86 0.29 -0.21
C -0.05 2.52 0.15 0.08
N -0.82 1.54 0.64 -0.56
H -1.02 -2.25 4.50 0.27
H -1.49 -0.76 5.34 0.24
H 0.15 -0.95 4.68 0.27
H -2.81 0.48 3.95 0.43
H -3.83 1.09 1.98 0.25
H -2.87 -0.09 1.10 0.23
H -3.26 3.42 1.96 0.24
H -1.80 5.23 1.08 0.25
H 0.31 4.61 -0.12 0.27
H 0.84 2.22 -0.40 0.24
F 1.95 -1.95 -2.24 -0.31
C 1.67 -1.11 -3.24 0.75
F 2.47 -0.05 -3.18 -0.28
F 1.81 -1.73 -4.40 -0.27
S -0.08 -0.56 -3.02 2.27
O -0.02 0.07 -1.67 -1.01
O -0.45 0.30 -4.08 -0.83
N -0.90 -1.89 -3.00 -1.20
S -1.17 -2.85 -1.80 2.26
O -0.73 -4.18 -1.98 -0.83
O -0.84 -2.23 -0.47 -1.01
C -3.02 -2.83 -1.71 0.75
F -3.52 -3.23 -2.86 -0.27
F -3.40 -3.63 -0.73 -0.29
F -3.42 -1.59 -1.45 -0.31
N 2.03 -0.25 0.60 -0.73
C 2.98 0.28 0.16 0.59
C 3.98 1.06 -0.32 -0.53
C 5.29 0.59 -0.57 0.27
N 6.36 0.22 -0.77 -0.26
C 3.55 2.39 -0.56 0.31
N 3.07 3.44 -0.69 -0.35


179
Properties=species:S:1:pos:R:3:mulliken_charge:R:1 method="wB97M-V/def2-TZVPD" max_force_ev_per_a=5.0 multiplicity=1 total_energy_ha=-4886.5633 orbital_gap_ev=7.84 lumo_energy_ev=-0.56
C 0.22 3.91 2.33 -1.38
C 1.13 2.69 2.19 0.18
I 2.60 2.84 3.81 -0.11
C 0.36 1.38 2.29 -1.89
P -0.06 0.60 0.59 1.75
C -0.61 0.00 -1.17 -0.49
C -1.37 1.06 -1.99 -1.02
C -0.39 1.92 -2.73 -0.30
O -0.26 1.81 -3.88 -0.66
O 0.33 2.86 -2.06 0.00
C -1.17 -0.62 1.48 -1.07
C -2.64 -0.29 1.47 -1.30
O -3.26 -0.51 2.46 -0.58
N -3.27 0.23 0.33 1.85
C -4.27 1.25 0.70 -1.30
C -3.87 -0.83 -0.50 -0.94
C 1.71 0.04 0.28 1.04
C 1.73 -1.44 -0.04 -1.06
O 1.30 -2.16 0.82 -0.29
N 2.14 -1.99 -1.25 0.25
C 1.04 -2.56 -2.04 -1.27
C 3.00 -1.11 -2.03 -0.19
H 0.78 4.84 2.40 0.50
H -0.41 3.80 3.21 0.43
H -0.43 3.97 1.44 0.22
H 1.70 2.83 1.27 0.45
H -0.61 1.64 2.73 0.77
H 0.84 0.67 2.97 0.74
H -0.44 1.93 0.19 -0.99
H 0.26 -0.24 -1.79 0.12
H -1.21 -0.90 -1.05 0.46
H -1.99 0.50 -2.68 0.95
H -2.06 1.65 -1.38 0.42
H -0.26 3.59 -1.86 -0.01
H -0.88 -0.62 2.53 0.86
H -1.02 -1.64 1.14 0.51
H -3.80 1.88 1.46 0.29
H -4.50 1.89 -0.14 0.39
H -5.17 0.82 1.13 0.38
H -4.91 -0.63 -0.73 0.64
H -3.85 -1.80 0.00 0.35
H -3.29 -0.94 -1.42 -0.21
H 2.25 0.20 1.20 0.26
H 2.16 0.70 -0.47 0.15
H 0.25 -2.98 -1.43 0.23
H 1.46 -3.35 -2.65 0.38
H 0.62 -1.83 -2.73 0.59
H 3.72 -0.60 -1.40 -0.30
H 2.37 -0.36 -2.54 0.18
H 3.54 -1.64 -2.81 0.43
O -1.75 -3.48 3.54 -0.68
H -1.17 -3.64 2.78 0.31
H -2.10 -2.59 3.39 0.37
O 1.44 6.70 3.51 -0.61
H 1.46 7.60 3.17 0.25
H 2.24 6.64 4.05 0.32
O -6.29 2.70 2.09 -0.60
H -7.20 2.65 2.39 0.28
H -5.77 2.58 2.90 0.30
O 1.70 2.42 -6.14 -0.60
H 1.08 2.82 -6.76 0.25
H 1.19 2.32 -5.33 0.44
O 5.15 -0.36 0.51 -0.46
H 5.27 -1.18 1.02 0.37
H 5.07 0.33 1.18 0.05
O -3.11 -3.35 -2.16 -0.42
H -3.92 -3.88 -2.15 0.27
H -2.44 -3.96 -2.49 0.21
O 6.25 -1.66 -1.79 -0.61
H 6.38 -2.47 -1.29 0.36
H 6.13 -0.98 -1.11 0.25
O 8.64 -2.91 -1.23 -0.67
H 9.25 -3.64 -1.40 0.30
H 8.55 -2.47 -2.08 0.33
O 4.04 -2.72 1.68 -0.77
H 3.21 -2.53 1.23 0.34
H 3.87 -2.47 2.60 0.28
O 5.90 2.71 5.72 -0.60
H 6.46 2.10 5.24 0.33
H 5.02 2.53 5.37 0.11
O 4.68 0.26 6.28 -0.50
H 4.77 -0.62 6.66 0.25
H 4.42 0.82 7.02 0.28
O -0.74 3.58 -8.25 -0.63
H -1.38 3.59 -8.97 0.31
H -1.27 3.67 -7.46 0.31
O 0.82 5.14 6.31 -0.64
H 1.53 4.51 6.14 0.31
H 0.73 5.62 5.47 0.34
O 8.50 -1.74 1.27 -0.67
H 8.73 -2.17 0.43 0.36
H 8.35 -0.82 1.03 0.29
O 0.32 0.97 6.25 -0.56
H 1.18 1.25 5.92 0.19
H -0.16 1.79 6.43 0.29
O -1.49 5.17 -1.63 -0.69
H -0.62 5.48 -1.93 0.28
H -2.03 5.97 -1.57 0.32
O 1.00 -5.12 2.08 -0.63
H 1.09 -4.26 1.66 0.31
H 1.82 -5.21 2.58 0.32
O 1.78 -8.33 2.55 -0.64
H 2.20 -8.66 1.75 0.31
H 1.57 -7.41 2.34 0.33
O 2.89 0.23 -8.42 -0.64
H 3.11 -0.55 -7.91 0.31
H 2.39 0.78 -7.81 0.32
O -0.47 -2.44 -4.86 -0.56
H -0.03 -2.71 -5.67 0.26
H -0.75 -1.53 -5.04 0.28
O 2.91 5.39 -5.49 -0.66
H 2.21 4.73 -5.60 0.37
H 3.71 4.90 -5.69 0.31
O -0.48 0.25 -7.63 -0.56
H 0.23 0.11 -8.27 0.30
H -0.87 1.09 -7.89 0.30
O 5.69 2.02 2.86 -0.38
H 6.54 2.32 2.51 0.26
H 5.20 2.84 3.03 0.13
O -6.72 0.42 3.90 -0.54
H -7.51 -0.13 3.90 0.37
H -6.04 -0.15 3.53 0.22
O -4.69 -5.28 -0.80 -0.60
H -5.61 -5.31 -0.51 0.29
H -4.18 -5.38 0.02 0.27
O 2.87 -1.47 7.07 -0.62
H 2.27 -0.87 6.61 0.35
H 2.48 -1.59 7.94 0.29
O -4.90 -7.69 -3.00 -0.61
H -4.73 -8.52 -2.54 0.30
H -5.22 -7.10 -2.31 0.32
O 6.27 -1.56 3.06 -0.60
H 7.09 -1.46 2.55 0.34
H 5.97 -0.65 3.21 0.26
O -4.21 2.15 -2.69 -0.49
H -3.66 1.86 -3.43 0.28
H -4.55 3.01 -2.96 0.23
O 0.26 5.94 -3.53 -0.51
H 0.97 5.81 -4.18 0.21
H -0.15 6.77 -3.80 0.28
O -3.51 -7.46 -5.98 -0.64
H -4.15 -6.95 -6.49 0.31
H -3.90 -7.52 -5.10 0.33
O -6.92 -2.36 2.49 -0.64
H -6.81 -3.19 2.01 0.26
H -6.10 -1.88 2.29 0.30
O 3.18 -4.45 6.62 -0.63
H 3.72 -4.65 5.85 0.30
H 2.95 -3.52 6.52 0.35
O -5.66 -0.32 -3.35 -0.63
H -4.98 -0.93 -3.65 0.29
H -5.21 0.54 -3.36 0.34
O -4.35 -0.65 -6.08 -0.59
H -3.72 -1.23 -6.51 0.31
H -5.20 -0.88 -6.47 0.29
O -2.35 6.72 -5.01 -0.62
H -3.30 6.60 -5.13 0.30
H -2.07 5.93 -4.52 0.33
O -4.72 -4.40 2.72 -0.50
H -4.50 -5.24 3.14 0.25
H -5.05 -3.86 3.44 0.27
O -9.27 -0.33 5.97 -0.65
H -9.28 0.58 5.65 0.31
H -8.50 -0.36 6.56 0.32
O 3.53 2.45 -2.40 -0.73
H 2.57 2.48 -2.36 0.29
H 3.76 1.65 -1.90 0.33
O -7.83 -0.82 0.18 -0.58
H -7.82 -1.18 1.08 0.36
H -8.22 -1.52 -0.35 0.27
O 0.98 9.99 3.31 -0.60
H 1.84 10.28 2.98 0.31
H 0.51 10.81 3.49 0.30
O 7.91 -3.77 -4.02 -0.64
H 7.36 -3.12 -3.57 0.31
H 7.61 -4.61 -3.67 0.33
O 0.53 -1.57 5.15 -0.50
H -0.12 -1.04 5.63 0.28
H 0.32 -2.48 5.39 0.24


33
Properties=species:S:1:pos:R:3:nbo_charge:R:1 method="wB97M-V/def2-TZVPD" max_force_ev_per_a=5.4 multiplicity=1 charge=+2 total_energy_ha=-6945.5842 orbital_gap_ev=5.11 relative_energy_kj_mol=566.8 lumo_energy_ev=-9.38
C -2.66 -4.02 -2.05 -0.17
C -2.47 -2.75 -2.74 -0.31
C -1.85 -1.56 -1.86 -0.22
C -2.86 -0.57 -1.11 -0.28
C -2.25 0.58 -0.20 -0.21
C -0.64 0.70 -0.08 -0.04
C -0.12 1.86 0.90 -0.47
C 0.91 1.32 1.99 -0.49
C 1.10 2.27 3.25 0.28
F -0.04 3.03 3.59 -0.33
Br 1.46 1.09 4.83 0.08
C 2.39 3.21 3.11 0.59
F 3.55 2.48 3.43 -0.32
F 2.23 4.26 4.04 -0.31
Br 2.66 3.98 1.31 0.04
C 0.37 -0.32 -0.85 0.12
N 1.77 -0.12 -0.68 -0.36
C 2.52 -1.09 -1.36 0.08
C 1.89 -2.23 -2.21 0.08
N 0.53 -2.45 -2.46 -0.32
C -0.21 -1.46 -1.75 0.00
H -3.67 -4.24 -1.59 0.25
H -1.75 -4.70 -1.99 0.24
H -2.70 -2.63 -3.84 0.27
H -3.98 -0.74 -1.21 0.32
H -2.96 1.26 0.38 0.31
H 0.28 2.75 0.29 0.27
H -1.03 2.28 1.46 0.27
H 0.56 0.28 2.29 0.25
H 1.96 1.17 1.55 0.27
H 3.66 -1.06 -1.27 0.28
H 2.62 -2.98 -2.68 0.27
Ti -1.27 0.40 -2.48 1.56


34
Properties=species:S:1:pos:R:3:nbo_charge:R:1 method="wB97M-V/def2-TZVPD" max_force_ev_per_a=5.9 multiplicity=1 total_energy_ha=-3633.9991 orbital_gap_ev=7.44 relative_energy_kj_mol=192.6 lumo_energy_ev=-0.10
O -2.18 0.13 3.02 -0.62
O -0.82 2.11 6.55 -0.62
Br 2.00 -5.15 -5.56 0.01
N -0.37 -1.09 -0.35 -0.19
O 1.78 0.81 -1.40 -0.69
O -0.20 1.69 -1.19 -0.47
C -1.65 1.15 3.34 0.66
C -1.01 2.19 5.34 0.77
C 0.20 -0.74 -1.50 0.12
C -1.05 2.25 2.47 -0.22
C -0.32 3.19 3.25 0.08
C -0.82 2.35 0.97 -0.38
C -0.61 1.26 0.10 0.46
C 0.04 -4.03 -3.66 -0.25
C 1.94 -2.62 -4.25 -0.25
C -0.27 -3.12 -2.58 -0.16
C 1.59 -1.59 -3.35 -0.20
C 1.23 -3.78 -4.34 -0.03
C 0.54 -1.87 -2.43 -0.06
N -1.80 1.38 4.65 -0.61
N -0.27 3.17 4.62 -0.61
N -0.62 -0.05 0.49 -0.48
C 0.51 0.64 -1.85 0.30
H 1.70 0.96 -0.48 0.48
H 0.26 4.09 2.78 0.23
H -0.67 3.31 0.61 0.23
H -0.55 -4.99 -3.67 0.25
H 2.86 -2.34 -4.80 0.24
H -1.17 -3.28 -1.94 0.24
H 2.13 -0.54 -3.50 0.24
H -2.08 0.51 5.14 0.44
H 0.51 3.50 5.13 0.43
H -1.24 -0.30 1.31 0.45
H 0.41 0.81 -2.92 0.19


35
Properties=species:S:1:pos:R:3:nbo_charge:R:1 method="wB97M-V/def2-TZVPD" max_force_ev_per_a=0.4 multiplicity=1 total_energy_ha=-4428.7998 orbital_gap_ev=5.58 relative_energy_kj_mol=238.4 lumo_energy_ev=-1.45
Ti -1.37 0.68 -1.00 0.84
S -0.77 -3.80 -1.58 0.45
C -2.41 -3.47 -1.95 -0.39
C -2.70 -2.15 -1.88 -0.25
C -1.59 -1.35 -1.46 -0.40
C -0.49 -2.14 -1.25 -0.29
C 0.74 -1.58 -0.72 0.22
C 1.88 -2.31 -0.44 -0.24
C 2.97 -1.68 0.13 -0.11
C 2.89 -0.33 0.40 -0.27
C 1.73 0.35 0.08 0.08
N 0.66 -0.25 -0.48 -0.53
H -3.06 -4.28 -2.24 0.24
H -3.68 -1.74 -2.10 0.24
H 1.90 -3.37 -0.65 0.23
H 3.86 -2.24 0.37 0.23
H 3.71 0.22 0.85 0.23
H 1.64 1.41 0.25 0.22
I 0.05 3.00 -1.32 0.18
C 1.09 2.12 -3.08 -0.80
I -2.78 1.19 -3.11 -0.09
H 0.20 1.78 -3.65 0.15
H 1.52 1.22 -2.62 0.13
C 0.15 3.87 2.55 -0.76
S -1.40 3.12 2.01 0.41
C -1.01 1.44 2.05 -0.34
C -1.77 0.49 1.42 -0.57
S -3.15 0.87 0.39 0.02
S -1.44 -1.18 1.88 0.54
C -0.01 -0.88 2.79 -0.58
S 1.01 -2.01 3.35 0.01
S 0.28 0.83 3.04 0.48
H -0.02 4.94 2.51 0.25
H 0.96 3.61 1.87 0.24
H 0.40 3.60 3.58 0.23


28
Properties=species:S:1:pos:R:3:nbo_charge:R:1 method="wB97M-V/def2-TZVPD" max_force_ev_per_a=4.1 multiplicity=1 total_energy_ha=-704.2519 orbital_gap_ev=8.14 relative_energy_kj_mol=154.7 lumo_energy_ev=-0.18
N -6.46 -0.21 -1.17 -0.21
N -5.90 -1.28 -1.65 -0.28
C -5.48 0.54 -0.65 0.09
C -4.56 -1.28 -1.55 0.25
C -3.50 -2.14 -1.95 -0.20
C -2.12 -1.95 -1.48 -0.19
C -1.87 -0.58 -0.78 -0.09
C -2.95 0.22 -0.41 0.00
C -0.53 -0.28 -0.31 -0.20
C -0.10 0.96 -0.15 -0.17
C 3.60 2.12 1.65 -0.21
C 2.87 1.06 2.22 -0.23
C 3.20 2.77 0.49 -0.21
C 1.66 0.69 1.71 -0.20
C 1.92 2.46 -0.04 -0.19
C 1.19 1.35 0.47 -0.06
N -4.22 -0.10 -0.89 -0.33
H -5.46 1.52 -0.23 0.20
H -3.70 -2.97 -2.62 0.24
H -1.21 -2.55 -1.87 0.24
H -2.87 0.99 0.36 0.23
H 0.17 -1.09 0.01 0.21
H -0.76 1.68 -0.39 0.19
H 4.55 2.53 2.07 0.22
H 3.08 0.45 3.13 0.22
H 3.84 3.57 0.09 0.22
H 1.10 -0.10 2.23 0.22
H 1.68 3.04 -0.84 0.21


32
Properties=species:S:1:pos:R:3:nbo_charge:R:1 method="wB97M-V/def2-TZVPD" max_force_ev_per_a=8.1 multiplicity=1 total_energy_ha=-1287.2573 orbital_gap_ev=8.19 smiles="Nc1nc(Nc2cccnc2)sc1C(=O)c1cccnc1" relative_energy_kj_mol=133.5 lumo_energy_ev=0.17
O -2.02 -0.27 2.94 -0.57
N -1.50 1.76 -0.68 -0.52
N -0.56 -4.00 3.87 -0.41
N -1.11 4.73 -3.66 -0.39
S 0.17 -0.20 -0.18 0.30
C -1.50 -0.83 2.02 0.54
C -0.33 1.31 -0.99 0.32
C -1.33 -0.08 0.76 -0.45
C -1.97 1.09 0.45 0.41
C -0.46 -4.85 2.85 0.04
C -0.24 5.69 -3.27 0.03
C -0.88 -2.72 3.62 0.08
C -0.77 3.47 -3.36 0.03
C -0.54 -4.43 1.56 -0.25
C 0.96 5.50 -2.55 -0.26
C -0.82 -3.04 1.30 -0.13
C 1.25 4.19 -2.09 -0.18
C -1.04 -2.19 2.38 -0.19
C 0.26 3.20 -2.47 0.09
N -2.90 1.78 1.19 -0.79
N 0.48 1.81 -1.99 -0.60
H -0.20 -5.91 2.95 0.19
H -0.45 6.68 -3.64 0.20
H -0.74 -2.03 4.49 0.21
H -1.42 2.73 -3.78 0.21
H -0.48 -5.19 0.87 0.21
H 1.67 6.34 -2.28 0.23
H -1.05 -2.76 0.31 0.22
H 2.06 3.96 -1.36 0.23
H -2.80 2.78 1.34 0.40
H -3.23 1.28 2.00 0.41
H 1.26 1.40 -2.13 0.38


33
Properties=species:S:1:pos:R:3:nbo_charge:R:1 method="wB97M-V/def2-TZVPD" max_force_ev_per_a=3.1 multiplicity=1 total_energy_ha=-1321.5140 orbital_gap_ev=8.36 smiles=Nc1cc(Cc2ccc(-c3csnn3)cc2)c2nnnc-2[nH]1 relative_energy_kj_mol=7.0 lumo_energy_ev=-0.38
N -3.46 2.57 1.28 -0.02
N 5.85 0.43 -1.85 -0.33
N -3.11 1.78 0.33 -0.27
N 4.70 -0.08 -1.78 -0.17
N -3.23 2.06 2.51 -0.36
S 5.92 2.06 -2.27 0.59
C -2.74 0.88 2.33 0.32
C 4.17 2.07 -2.29 -0.41
C -1.65 -1.56 1.49 -0.37
C -2.61 0.65 0.93 -0.06
C 3.67 0.83 -1.98 0.05
C -1.81 -1.29 2.83 0.43
C -2.06 -0.54 0.46 0.19
C 1.96 -0.95 -1.75 -0.18
C 1.23 1.39 -1.74 -0.19
C 0.64 -1.33 -1.50 -0.17
C -0.10 0.99 -1.48 -0.19
C 2.26 0.45 -1.83 -0.07
C -0.40 -0.40 -1.35 -0.02
N -1.45 -2.32 3.74 -0.81
N -2.41 -0.09 3.26 -0.53
C -1.83 -0.80 -1.00 -0.48
H 3.60 2.92 -2.57 0.24
H -1.26 -2.52 1.16 0.22
H 2.73 -1.72 -1.83 0.24
H 1.53 2.44 -1.84 0.21
H 0.41 -2.37 -1.41 0.20
H -0.86 1.77 -1.37 0.24
H -1.14 -3.19 3.37 0.41
H -1.77 -2.24 4.71 0.40
H -2.26 0.21 4.23 0.42
H -2.00 -1.86 -1.16 0.22
H -2.53 -0.25 -1.63 0.25


37
Properties=species:S:1:pos:R:3:nbo_charge:R:1 method="wB97M-V/def2-TZVPD" max_force_ev_per_a=1.0 multiplicity=1 charge=-2 total_energy_ha=-4543.6187 orbital_gap_ev=6.65 lumo_energy_ev=4.62
Ag 0.41 -0.20 -0.89 0.69
Cl 1.04 -0.52 2.87 -0.04
C 1.76 0.98 2.25 -0.41
Cl 0.81 1.69 0.95 0.03
H 2.74 0.75 1.86 0.26
H 1.79 1.70 3.06 0.20
N -2.00 -0.55 0.74 -0.83
C -2.01 -1.91 0.93 0.29
C -2.06 -2.43 2.23 -0.31
C -2.00 -3.80 2.47 -0.21
C -1.89 -4.68 1.41 -0.30
C -1.85 -4.17 0.11 -0.18
C -1.91 -2.80 -0.16 -0.13
C -1.92 -2.32 -1.58 -0.02
C -2.93 -2.85 -2.40 -0.26
C -3.04 -2.47 -3.73 -0.26
C -2.13 -1.56 -4.24 -0.24
C -1.13 -1.05 -3.42 -0.24
C -0.98 -1.39 -2.06 -0.47
H -2.22 0.06 1.50 0.39
H -2.12 -0.16 -0.18 0.43
H -2.13 -1.74 3.07 0.19
H -2.03 -4.16 3.49 0.19
H -1.83 -5.75 1.58 0.19
H -1.77 -4.85 -0.73 0.20
H -3.64 -3.56 -1.98 0.19
H -3.83 -2.87 -4.35 0.18
H -2.20 -1.23 -5.27 0.19
H -0.43 -0.34 -3.85 0.20
F -0.76 2.22 -1.67 -0.59
B -1.79 2.99 -1.05 1.36
F -2.48 2.16 -0.10 -0.59
F -1.21 4.09 -0.37 -0.58
F -2.71 3.45 -2.03 -0.58
Se 3.60 -0.85 -0.13 -0.46
C 4.66 -0.44 -1.55 0.05
N 5.36 -0.19 -2.45 -0.53


Calculated HOMO level (hartree), listed in the same order as above: -0.4237; -0.3085; -0.5324; -0.2770; -0.2583; -0.3056; -0.2948; -0.3211; -0.0747